# 1
9
Properties=species:S:1:pos:R:3:lowdin_charge:R:1 method="wB97M-V/def2-TZVPD" gap_ev="7.0 / 7.0" total_charge=-1 homo_ev="-2.85 / -2.85" spin_multiplicity=1 e_lumo_ev="4.1 / 4.1"
C 0.58 -0.26 0.88 -0.14
C -0.51 -0.83 -0.09 -0.23
N 0.66 1.01 0.65 -0.01
N -0.23 1.45 -0.29 -0.19
O 0.65 1.99 -1.70 -0.48
O -1.01 0.32 -0.72 -0.17
H 1.00 -0.83 1.71 0.08
H 0.01 -1.47 -0.87 0.11
H -1.15 -1.39 0.41 0.03

# 2
9
Properties=species:S:1:pos:R:3:lowdin_charge:R:1 method="wB97M-V/def2-TZVPD" gap_ev="7.1 / 7.1" total_charge=-1 homo_ev="-3.02 / -3.02" spin_multiplicity=1 e_lumo_ev="4.1 / 4.1"
C -3.35 0.10 -0.18 -0.51
C -0.08 0.29 0.17 -0.34
N -4.33 0.70 -0.41 0.02
N -2.55 -0.56 0.56 -0.12
O -1.73 -1.48 -0.06 -0.14
O -0.99 0.98 0.54 -0.08
H 0.43 0.32 -0.92 0.10
H -0.84 -1.17 -0.16 -0.03
H 0.73 0.00 1.05 0.10

# 3
9
Properties=species:S:1:pos:R:3:lowdin_charge:R:1 method="wB97M-V/def2-TZVPD" gap_ev=8.6 total_charge=-1 homo_ev=-4.18 spin_multiplicity=1 e_lumo_ev=4.4
C 0.33 0.03 1.48 -0.83
C -0.12 0.42 -0.89 -0.41
N -0.02 -0.96 -0.94 0.04
N -0.61 -0.08 0.31 0.03
O 0.18 -0.81 2.34 -0.05
O 1.10 0.98 1.39 -0.07
H 0.96 0.83 -0.89 0.12
H -0.95 0.99 -1.60 0.13
H -0.87 -1.39 -1.20 0.03

# 4
9
Properties=species:S:1:pos:R:3:lowdin_charge:R:1 method="wB97M-V/def2-TZVPD" gap_ev="6.9 / 6.9" total_charge=-1 homo_ev="-2.28 / -2.28" spin_multiplicity=1 e_lumo_ev="4.6 / 4.6"
C -0.27 1.05 -0.22 -0.30
C -0.34 -0.36 0.17 -0.13
N -1.32 1.78 -0.16 -0.09
N -2.15 -0.40 0.80 -0.17
O -2.22 -0.47 2.03 -0.24
O -2.41 1.20 0.31 -0.24
H 0.66 1.54 -0.49 0.07
H -0.42 -1.07 -0.65 0.05
H 0.35 -0.68 0.94 0.05

# 5
9
Properties=species:S:1:pos:R:3:lowdin_charge:R:1 method="wB97M-V/def2-TZVPD" gap_ev="7.0 / 7.0" total_charge=+1 homo_ev="-14.75 / -14.75" spin_multiplicity=1 e_lumo_ev="-7.8 / -7.8"
C 2.96 -0.59 -0.04 0.42
C -1.79 0.06 -0.30 -0.07
N 1.95 0.01 -0.09 0.12
N 0.99 0.57 -0.57 -0.01
O -1.09 -0.82 -0.57 0.10
O 0.27 1.43 -0.11 0.07
H 3.90 -0.87 -0.10 0.09
H -2.95 0.22 -0.32 0.17
H -1.23 0.93 0.30 0.12

# 6
9
Properties=species:S:1:pos:R:3:lowdin_charge:R:1 method="wB97M-V/def2-TZVPD" gap_ev="6.6 / 7.2" total_charge=+1 homo_ev="-13.07 / -13.35" spin_multiplicity=1 e_lumo_ev="-6.4 / -6.2"
C -0.82 3.21 -1.48 0.26
C 1.00 0.33 0.18 -0.13
N 1.30 1.46 0.49 -0.01
N 0.64 -0.84 0.50 0.14
O 0.04 2.51 -1.28 0.20
O 1.28 2.63 0.21 -0.02
H -1.27 4.25 -1.40 0.20
H 1.07 -1.69 0.04 0.17
H -0.38 -0.86 0.91 0.20

# 7
9
Properties=species:S:1:pos:R:3:lowdin_charge:R:1 method="wB97M-V/def2-TZVPD" gap_ev=9.6 total_charge=+1 homo_ev=-16.61 spin_multiplicity=1 e_lumo_ev=-7.0
C 0.90 1.38 -1.12 -0.26
C -0.38 -1.40 0.37 0.13
N 0.67 0.83 -0.03 0.17
N -0.85 -0.32 0.59 -0.14
O 0.96 1.82 -2.13 0.33
O -1.63 0.41 1.00 0.28
H 0.62 -1.84 0.06 0.17
H -1.20 -2.17 0.44 0.17
H 0.93 1.28 0.82 0.14

# 8
9
Properties=species:S:1:pos:R:3:lowdin_charge:R:1 method="wB97M-V/def2-TZVPD" gap_ev=7.8 total_charge=+1 homo_ev=-15.95 spin_multiplicity=1 e_lumo_ev=-8.2
C -0.13 0.26 -0.18 0.22
C -1.53 -0.11 0.26 -0.23
N 0.39 1.11 0.66 0.11
N -0.04 1.42 1.87 0.07
O -1.22 1.26 2.08 0.14
O -2.64 0.09 -0.10 0.18
H 0.25 -0.22 -0.98 0.14
H -1.36 -0.72 1.25 0.20
H 1.36 1.23 0.57 0.17

# 9
10
Properties=species:S:1:pos:R:3:lowdin_charge:R:1 method="wB97M-V/def2-TZVPD" gap_ev=6.8 total_charge=-1 homo_ev=-2.89 spin_multiplicity=1 e_lumo_ev=3.9
C 0.51 -0.34 0.38 -0.26
C 0.71 0.32 -0.81 -0.88
N -0.66 -0.52 1.02 -0.09
N -1.76 0.05 0.62 -0.12
O -2.78 -0.23 1.36 -0.22
O 1.93 0.61 -1.33 -0.15
S -0.47 0.86 -1.98 0.39
H 1.41 -0.54 1.05 0.11
H -0.55 -1.28 1.85 0.20
H 1.65 1.07 -2.17 0.01

# 10
10
Properties=species:S:1:pos:R:3:lowdin_charge:R:1 method="wB97M-V/def2-TZVPD" gap_ev=8.9 total_charge=-1 homo_ev=-4.80 spin_multiplicity=1 e_lumo_ev=4.1
C 1.73 1.25 -0.22 -0.29
C -1.54 -0.23 -0.07 -0.35
N 2.49 2.11 -0.30 0.02
N -0.48 -0.79 -0.82 -0.27
O 0.67 -0.31 1.47 -0.37
O 1.91 -1.21 -0.50 -0.39
S 0.84 -0.43 0.05 0.47
H -2.55 -0.67 -0.64 0.11
H -1.51 -0.56 0.96 0.03
H -1.56 0.84 0.07 0.04

# 11
13
Properties=species:S:1:pos:R:3:lowdin_charge:R:1 method="wB97M-V/def2-TZVPD" gap_ev=7.3 total_charge=-1 homo_ev=-4.21 spin_multiplicity=1 e_lumo_ev=3.0
C -1.28 1.20 -0.41 -0.51
C 1.41 -0.33 -0.14 -0.84
N -1.78 0.27 -0.96 -0.29
N 0.42 -0.13 0.99 -0.87
O 1.04 -1.33 -0.83 -0.17
O -1.04 2.17 0.16 0.08
O 2.36 0.40 -0.27 -0.04
S -1.65 -0.98 -2.16 0.72
S -0.37 -1.47 1.63 0.70
S 0.91 1.23 2.06 0.61
H -0.43 -1.46 -1.99 -0.18
H -1.47 -1.09 0.93 -0.15
H 1.88 1.52 1.00 -0.05

# 12
9
Properties=species:S:1:pos:R:3:lowdin_charge:R:1 method="wB97M-V/def2-TZVPD" gap_ev=9.0 homo_ev=-8.83 spin_multiplicity=1 e_lumo_ev=0.2
C 0.56 -1.44 -1.08 -0.17
C -0.22 0.28 0.11 -0.51
N 1.08 -1.65 0.06 -0.07
N 0.77 -0.79 0.99 0.04
O -0.20 -0.25 -1.09 -0.04
P -1.21 1.67 0.72 0.84
H 0.44 -1.90 -2.02 0.11
H -0.41 2.66 0.22 -0.13
H -0.81 1.42 2.09 -0.07

# 13
9
Properties=species:S:1:pos:R:3:lowdin_charge:R:1 method="wB97M-V/def2-TZVPD" gap_ev="5.2 / 5.2" total_charge=-1 homo_ev="-2.46 / -2.46" spin_multiplicity=1 e_lumo_ev="2.8 / 2.8"
C 0.73 -0.85 0.22 -0.40
C -0.26 0.27 0.27 -0.26
N 1.99 -0.94 0.19 -0.63
N -1.55 -0.16 0.74 -0.04
O -2.42 -0.17 -0.23 -0.11
S 3.12 0.23 0.00 0.15
H 0.32 -1.92 0.31 0.10
H 0.33 0.95 0.83 0.08
H -0.50 0.52 -0.77 0.11

# 14
9
Properties=species:S:1:pos:R:3:lowdin_charge:R:1 method="wB97M-V/def2-TZVPD" gap_ev=7.0 total_charge=-1 homo_ev=-2.84 spin_multiplicity=1 e_lumo_ev=4.1
C -0.38 -0.85 0.51 -0.36
C -0.43 0.34 -0.49 -0.37
N 0.77 -1.40 0.68 -0.49
N 0.62 1.31 -0.30 -0.34
O 0.56 1.82 0.83 -0.23
S 1.95 -0.62 -0.15 0.49
H -1.30 -1.46 0.80 0.09
H -0.36 -0.12 -1.50 0.08
H -1.42 0.98 -0.39 0.12

# 15
9
Properties=species:S:1:pos:R:3:lowdin_charge:R:1 method="wB97M-V/def2-TZVPD" gap_ev=8.2 total_charge=+1 homo_ev=-15.80 spin_multiplicity=1 e_lumo_ev=-7.6
C -1.07 -0.70 -0.04 -0.03
C -0.75 0.38 -0.86 -0.17
N -0.03 -0.70 1.08 0.10
N 0.58 0.39 1.11 -0.28
O 1.67 1.36 -0.92 -0.21
S 0.23 1.60 0.12 1.24
H -1.74 -1.56 -0.40 0.16
H -0.48 0.59 -1.91 0.11
H 2.44 1.89 -0.79 0.07

# 16
8
Properties=species:S:1:pos:R:3:lowdin_charge:R:1 method="wB97M-V/def2-TZVPD" gap_ev=7.7 total_charge=+1 homo_ev=-16.77 spin_multiplicity=1 e_lumo_ev=-9.0
C -1.42 -0.17 -0.02 -0.18
C -0.06 0.21 0.59 -0.17
N -2.23 -0.66 -0.63 0.20
N 1.06 0.20 -0.43 -0.37
S 1.61 -1.23 -0.81 1.12
H -0.31 1.17 1.05 0.14
H 0.16 -0.58 1.28 0.10
H 1.20 1.05 -1.02 0.15

# 17
9
Properties=species:S:1:pos:R:3:lowdin_charge:R:1 method="wB97M-V/def2-TZVPD" gap_ev="7.2 / 7.3" total_charge=+1 homo_ev="-13.65 / -13.65" spin_multiplicity=1 e_lumo_ev="-6.4 / -6.4"
C 1.19 -0.38 -0.09 -0.72
C 2.62 -0.56 -1.48 -0.17
N 1.42 0.24 -1.22 -0.02
N 0.63 -0.02 1.07 0.17
S 4.32 1.13 0.55 0.21
S 2.02 -1.92 -0.42 0.99
H 1.21 1.09 -1.76 0.18
H 0.08 0.87 1.36 0.19
H 0.29 -0.71 1.80 0.17

# 18
9
Properties=species:S:1:pos:R:3:lowdin_charge:R:1 method="wB97M-V/def2-TZVPD" gap_ev=7.2 total_charge=+1 homo_ev=-13.13 spin_multiplicity=1 e_lumo_ev=-5.9
C -1.44 0.35 -0.45 -0.60
C 2.77 -0.23 0.47 -0.96
N 1.77 0.07 1.09 -0.05
N -2.60 -0.12 -0.75 0.15
S 3.94 -0.63 -0.36 0.90
S -0.16 1.16 -0.37 1.11
H 1.89 0.20 2.13 0.13
H -3.09 -0.09 -1.67 0.18
H -3.08 -0.70 -0.10 0.13

# 19
9
Properties=species:S:1:pos:R:3:lowdin_charge:R:1 method="wB97M-V/def2-TZVPD" gap_ev="5.2 / 5.4" total_charge=+1 homo_ev="-13.67 / -13.94" spin_multiplicity=1 e_lumo_ev="-8.5 / -8.6"
C 1.04 1.10 0.54 -0.65
C -0.95 0.13 -0.43 -0.20
N -0.22 1.03 0.11 0.09
N -0.68 -1.18 -0.35 -0.38
S 2.43 0.91 -0.38 0.78
S 0.65 -1.88 0.19 1.01
H 1.17 1.16 1.56 0.05
H -1.92 0.44 -0.75 0.15
H -1.53 -1.72 -0.49 0.14

# 20
8
Properties=species:S:1:pos:R:3:lowdin_charge:R:1 method="wB97M-V/def2-TZVPD" gap_ev=10.8 homo_ev=-9.94 spin_multiplicity=1 e_lumo_ev=0.9
N -0.02 1.03 0.13 -0.03
C 0.79 -0.03 -0.06 -0.09
C -0.11 -1.09 -0.15 -0.16
N -1.37 -0.58 -0.04 -0.03
N -1.31 0.70 0.13 -0.03
H 0.19 2.01 0.26 0.15
H 1.87 0.12 -0.10 0.11
H -0.02 -2.17 -0.16 0.09